No. 1
The following is a DFT calculation (ωB97M-V/def2-TZVPD) of C4H6ClNO3 in the gas phase at a distorted geometry.

Positions of all 15 atoms, in Å:
C (2.327, 0.235, -1.537)
C (1.222, 0.612, -0.921)
C (-0.199, -0.342, 1.660)
C (-0.950, 0.108, 0.449)
N (-2.169, -0.758, -0.068)
O (-2.083, -1.910, 0.185)
O (-3.053, -0.223, -0.644)
O (-0.010, -0.069, -0.961)
Cl (-1.479, 1.804, 0.360)
H (3.090, 0.986, -1.445)
H (2.308, -0.622, -2.276)
H (1.079, 1.611, -0.422)
H (0.868, 0.076, 1.448)
H (-0.709, -0.143, 2.682)
H (-0.244, -1.368, 1.490)

Forces on atoms 1 to 2 (eV/Å):
C -0.8 -0.6 -1.0
C -2.6 0.5 0.9

## Properties
E_LUMO (spin up / spin down) in eV: 0.72 / -4.04
DFT total energy in eV: -24390.65483
Spin multiplicity: 3
Highest occupied orbital energy (spin up / spin down) in eV: -7.644 / -9.453
Orbital gap (spin up / spin down) in eV: 8.4 / 5.4
Strongest force on any atom in eV/Å: 12.56
Energy relative to the best compared isomer or geometry (same formula, charge and spin) in eV: 3.649

Calculated atomic charges, method Mulliken, unit e: -0.763, 0.051, -0.854, 0.457, 0.875, -0.403, -0.586, -0.445, -0.116, 0.263, 0.259, 0.291, 0.320, 0.283, 0.369

***

No. 2
The following is a DFT calculation (ωB97M-V/def2-TZVPD) of C19H28N6O in the gas phase.

Positions of all 54 atoms, in Å:
C (1.306, 4.700, 2.392)
C (1.735, 4.841, 0.935)
O (1.396, 3.713, 0.156)
C (2.101, 2.544, 0.310)
C (3.278, 2.402, 1.023)
C (3.912, 1.170, 1.094)
C (3.376, 0.074, 0.448)
C (2.202, 0.201, -0.277)
C (1.551, 1.423, -0.349)
N (0.363, 1.626, -1.040)
C (-0.518, 0.731, -1.535)
N (-1.664, 1.258, -1.983)
C (-2.556, 0.372, -2.413)
N (-3.735, 0.837, -2.867)
N (-2.395, -0.958, -2.387)
C (-1.217, -1.367, -1.949)
C (-0.991, -2.844, -1.785)
N (-1.398, -3.313, -0.468)
C (-2.831, -3.446, -0.333)
C (-0.705, -2.668, 0.642)
C (-0.343, -3.708, 1.710)
C (0.570, -3.078, 2.758)
C (-0.104, -1.872, 3.407)
C (-0.517, -0.853, 2.349)
C (-1.437, -1.502, 1.319)
N (-0.234, -0.572, -1.548)
H (0.234, 4.527, 2.447)
H (1.812, 3.862, 2.865)
H (1.545, 5.611, 2.935)
H (2.808, 5.056, 0.862)
H (1.189, 5.664, 0.464)
H (3.720, 3.244, 1.532)
H (4.827, 1.079, 1.659)
H (3.869, -0.884, 0.501)
H (1.771, -0.640, -0.792)
H (0.031, 2.582, -1.040)
H (-3.845, 1.825, -3.000)
H (-4.372, 0.187, -3.289)
H (0.073, -3.058, -1.911)
H (-1.569, -3.388, -2.533)
H (-3.181, -4.166, -1.073)
H (-3.059, -3.835, 0.657)
H (-3.379, -2.506, -0.485)
H (0.231, -2.274, 0.235)
H (0.153, -4.553, 1.232)
H (-1.251, -4.079, 2.189)
H (0.826, -3.816, 3.522)
H (1.497, -2.754, 2.280)
H (-0.990, -2.204, 3.954)
H (0.576, -1.408, 4.125)
H (-1.027, -0.011, 2.824)
H (0.372, -0.465, 1.846)
H (-1.742, -0.761, 0.578)
H (-2.338, -1.865, 1.819)

Forces on atoms 1 to 2 (eV/Å):
C 0.1 -0.1 -0.4
C 0.0 0.4 0.4

## Properties
E_LUMO in eV: 0.83
DFT total energy in eV: -31147.24556
Spin multiplicity: 1
SMILES: CCOc1ccccc1Nc1nc(N)nc(CN(C)C2CCCCC2)n1
Highest occupied orbital energy in eV: -7.929
Orbital gap in eV: 8.8
Strongest force on any atom in eV/Å: 0.66
Energy relative to the best compared isomer or geometry (same formula, charge and spin) in eV: 0.000

Calculated atomic charges, method Mulliken, unit e: -1.059, -0.476, -0.490, 1.137, -0.451, -0.969, -0.700, -0.363, -0.020, -0.064, 0.433, -0.743, 0.457, -0.373, -0.677, 0.501, -1.150, 0.127, -1.116, 0.586, -1.068, -0.515, -0.929, -0.246, -0.756, -0.139, 0.302, 0.345, 0.384, 0.331, 0.365, 0.330, 0.394, 0.443, 0.516, 0.302, 0.251, 0.254, 0.352, 0.585, 0.370, 0.334, 0.293, -0.148, 0.322, 0.271, 0.377, 0.278, 0.362, 0.391, 0.370, -0.037, 0.340, 0.386

***

No. 3
The following is a DFT calculation (ωB97M-V/def2-TZVPD) of 3 unconnected molecules or ions with the total composition C24H29N4O10 at a distorted geometry.

Positions of all 67 atoms, in Å:
C (4.732, -3.359, 0.117)
N (4.623, -3.147, -1.345)
C (3.280, -2.734, -1.777)
C (3.063, -1.205, -1.784)
C (3.502, -0.452, -2.914)
N (3.427, 0.842, -3.147)
N (2.889, 1.449, -2.115)
C (2.424, 0.938, -0.992)
C (1.840, 1.909, 0.053)
O (0.489, 2.196, -0.304)
C (-0.091, 3.042, 0.680)
C (-0.501, 2.373, 2.000)
O (-0.241, 4.169, 0.418)
C (2.437, -0.459, -0.711)
C (1.867, -1.097, 0.552)
C (0.814, -2.238, 0.321)
C (-0.134, -2.031, -0.917)
N (-1.561, -2.107, -0.457)
H (4.847, -4.437, 0.373)
H (5.646, -2.853, 0.479)
H (3.809, -3.018, 0.622)
H (5.335, -2.514, -1.695)
H (3.194, -3.058, -2.843)
H (2.514, -3.301, -1.227)
H (3.980, -1.031, -3.726)
H (2.830, 2.468, -2.217)
H (2.405, 2.877, 0.008)
H (1.974, 1.541, 1.089)
H (0.277, 1.687, 2.403)
H (-1.409, 1.751, 1.853)
H (-0.672, 3.139, 2.776)
H (2.664, -1.482, 1.226)
H (1.354, -0.313, 1.150)
H (1.297, -3.239, 0.324)
H (0.161, -2.247, 1.219)
H (-0.001, -2.850, -1.650)
H (-0.033, -1.043, -1.416)
H (-1.876, -1.173, -0.198)
H (-2.137, -2.452, -1.224)
C (-1.207, -3.590, 4.613)
C (-1.873, -3.545, 5.773)
C (-3.371, -3.576, 5.818)
O (-3.930, -3.552, 6.896)
C (-4.094, -3.630, 4.549)
C (-3.425, -3.672, 3.392)
C (-1.931, -3.668, 3.350)
O (-1.375, -3.726, 2.267)
O (-4.056, -3.718, 2.210)
O (-1.240, -3.471, 6.948)
H (-0.127, -3.570, 4.568)
H (-5.174, -3.634, 4.592)
H (-3.349, -3.742, 1.534)
H (-1.943, -3.453, 7.627)
C (-3.101, 5.864, -4.548)
C (-1.772, 5.883, -4.697)
C (-0.860, 5.291, -3.668)
O (0.344, 5.313, -3.856)
C (-1.460, 4.710, -2.473)
C (-2.788, 4.693, -2.321)
C (-3.702, 5.261, -3.361)
O (-4.904, 5.205, -3.185)
O (-3.369, 4.168, -1.232)
O (-1.190, 6.431, -5.773)
H (-3.770, 6.287, -5.284)
H (-0.791, 4.303, -1.731)
H (-4.331, 4.279, -1.368)
H (-0.230, 6.316, -5.642)

Forces on atoms 1 to 2 (eV/Å):
C 0.4 -0.3 -0.1
N -0.8 0.2 0.6

## Properties
Total charge: +1
E_LUMO in eV: -4.74
DFT total energy in eV: -51784.20759
Spin multiplicity: 1
Highest occupied orbital energy in eV: -11.420
Orbital gap in eV: 6.7
Strongest force on any atom in eV/Å: 2.75

Calculated atomic charges, method Mulliken, unit e: -0.514, -0.259, -1.243, 0.963, -0.362, -1.192, 0.601, 0.813, -1.277, -0.194, 0.725, -0.954, -0.450, 0.379, -0.841, -0.409, -0.579, -0.435, 0.243, 0.326, -0.007, 0.333, 0.494, 0.272, 0.497, 0.295, 0.448, 0.600, 0.244, 0.262, 0.353, 0.368, -0.131, 0.489, 0.209, 0.297, 0.223, 0.184, 0.266, -1.041, 0.416, 0.908, -0.592, -0.904, 0.384, 0.994, -0.578, -0.584, -0.562, 0.440, 0.429, 0.314, 0.358, -1.003, 0.333, 0.986, -0.647, -0.568, 0.255, 0.737, -0.604, -0.533, -0.553, 0.422, 0.446, 0.361, 0.351

***

No. 4
The following is a DFT calculation (ωB97M-V/def2-TZVPD) of a gas-phase ion, C10H21N2 (charge +1) at a distorted geometry.

Positions of all 33 atoms, in Å:
H (-0.130, -2.748, 3.379)
N (0.119, -1.853, 2.980)
C (-0.802, -1.370, 2.167)
C (-2.164, -1.804, 1.583)
C (-2.363, -0.725, 0.443)
C (-3.440, 0.322, 0.877)
C (-0.937, -0.181, 0.233)
C (-0.589, 1.205, -0.324)
C (0.957, 1.512, -0.374)
C (1.509, 0.561, -1.360)
C (2.887, 1.046, -1.946)
C (3.700, -0.163, -2.468)
N (-0.311, -0.234, 1.515)
H (-2.104, -2.783, 1.174)
H (-3.030, -1.770, 2.187)
H (-2.730, -1.271, -0.430)
H (-3.543, 1.140, 0.126)
H (-3.250, 0.734, 1.899)
H (-4.375, -0.206, 1.084)
H (-0.500, -0.961, -0.412)
H (-1.158, 1.335, -1.250)
H (-0.997, 1.945, 0.399)
H (1.202, 2.614, -0.599)
H (1.417, 1.406, 0.627)
H (1.596, -0.441, -0.960)
H (0.883, 0.615, -2.250)
H (3.551, 1.398, -1.223)
H (2.716, 1.818, -2.756)
H (3.405, -1.086, -2.062)
H (4.773, -0.092, -2.176)
H (3.709, -0.170, -3.567)
H (-0.647, 0.586, 2.038)
H (0.645, -0.378, 1.448)

Forces on atoms 1 to 2 (eV/Å):
H -0.3 -0.2 0.3
N -2.9 1.1 -2.6

## Properties
Total charge: +1
E_LUMO in eV: -3.48
DFT total energy in eV: -13682.85919
Spin multiplicity: 1
SMILES: [H]/N=C1\C[C@@H](C)[C@@H](CCCCC)[NH2+]1
Highest occupied orbital energy in eV: -13.941
Orbital gap in eV: 10.5
Strongest force on any atom in eV/Å: 6.51
Energy relative to the best compared isomer or geometry (same formula, charge and spin) in eV: 0.883

Calculated atomic charges, method Mulliken, unit e: 0.296, -0.617, 0.158, -0.737, -0.045, -1.477, -0.267, -0.962, -0.687, -0.367, -0.528, -1.172, 0.102, 0.361, 0.397, 0.444, 0.310, 0.378, 0.458, 0.354, 0.400, 0.445, 0.346, 0.391, 0.328, 0.160, 0.347, 0.398, 0.370, 0.304, 0.259, 0.438, 0.415

***

No. 5
The following is a DFT calculation (ωB97M-V/def2-TZVPD) of 2 unconnected molecules or ions with the total composition C6H6N2O2 at a distorted geometry.

Positions of all 16 atoms, in Å:
O (2.412, -0.064, -1.334)
C (1.599, -0.385, -0.538)
C (1.643, -0.130, 0.827)
C (0.382, -0.185, 1.492)
N (-0.688, -0.834, 0.981)
C (-0.752, -1.198, -0.348)
O (-1.657, -1.781, -0.886)
N (0.408, -0.942, -1.023)
H (2.628, 0.159, 1.344)
H (0.162, 0.111, 2.500)
H (-1.387, -1.098, 1.580)
H (0.278, -1.061, -2.055)
C (-1.723, 1.434, -0.693)
C (-0.747, 2.142, -0.427)
H (-2.475, 0.753, -0.909)
H (-0.082, 3.080, -0.510)

Forces on atoms 1 to 2 (eV/Å):
O 2.6 0.5 -1.9
C -1.7 -0.4 -1.3

## Properties
E_LUMO in eV: 0.33
DFT total energy in eV: -13392.15747
Spin multiplicity: 1
SMILES: O=c1cc[nH]c(=O)[nH]1.C#C
Highest occupied orbital energy in eV: -9.292
Orbital gap in eV: 9.6
Strongest force on any atom in eV/Å: 5.38
Energy relative to the best compared isomer or geometry (same formula, charge and spin) in eV: 2.469

Calculated atomic charges, method Mulliken, unit e: -0.604, 0.503, -0.491, -0.117, 0.058, 0.063, -0.606, -0.024, 0.334, 0.407, 0.156, 0.239, -0.252, -0.504, 0.526, 0.309

***

No. 6
The following is a DFT calculation (ωB97M-V/def2-TZVPD) of 8 unconnected molecules or ions with the total composition C22H63N5O10 at a distorted geometry.

Positions of all 100 atoms, in Å:
O (13.251, 12.246, 45.295)
H (12.744, 11.996, 46.116)
H (12.759, 13.180, 44.831)
H (13.076, 11.458, 44.730)
C (11.872, 15.093, 45.461)
O (12.779, 14.663, 44.765)
O (11.585, 16.379, 45.638)
O (11.335, 14.297, 46.246)
H (12.120, 17.045, 45.114)
C (15.922, 16.582, 43.903)
C (16.436, 15.172, 44.188)
C (17.892, 15.058, 44.620)
O (18.581, 15.675, 43.680)
C (19.997, 15.312, 43.830)
N (15.657, 14.513, 45.213)
H (16.570, 17.148, 43.129)
H (15.874, 17.326, 44.860)
H (15.032, 16.690, 43.570)
H (16.138, 14.467, 43.407)
H (18.202, 13.954, 44.714)
H (18.111, 15.500, 45.672)
H (20.527, 15.757, 42.851)
H (20.186, 14.275, 44.026)
H (20.399, 15.901, 44.518)
H (15.817, 15.185, 46.086)
H (14.589, 14.646, 45.031)
C (17.056, 7.221, 47.088)
C (16.612, 8.059, 48.223)
C (16.096, 9.426, 47.822)
O (17.084, 10.235, 47.112)
C (16.531, 11.282, 46.513)
N (15.617, 7.366, 48.861)
H (17.828, 7.701, 46.250)
H (16.183, 7.270, 46.515)
H (17.562, 6.304, 47.441)
H (17.490, 8.286, 48.900)
H (16.118, 9.745, 48.834)
H (15.077, 9.450, 47.591)
H (17.297, 11.609, 45.939)
H (16.368, 12.110, 47.227)
H (15.509, 10.978, 45.856)
H (15.213, 8.000, 49.560)
H (15.851, 6.538, 49.133)
C (13.608, 12.961, 48.587)
C (13.067, 11.577, 48.751)
C (12.126, 11.411, 50.004)
O (13.008, 11.532, 51.032)
C (12.464, 11.803, 52.309)
N (12.259, 11.112, 47.661)
H (14.102, 13.286, 49.532)
H (12.991, 13.620, 48.083)
H (14.471, 12.922, 47.913)
H (14.035, 10.996, 48.808)
H (11.699, 10.481, 49.811)
H (11.183, 12.054, 49.965)
H (11.442, 11.379, 52.726)
H (11.863, 12.861, 52.342)
H (13.348, 11.831, 53.021)
H (11.242, 11.585, 47.736)
H (12.113, 10.092, 47.676)
C (12.550, 11.936, 41.914)
C (12.064, 10.641, 42.553)
C (13.153, 9.470, 42.868)
O (14.096, 10.279, 43.507)
C (15.447, 9.763, 43.637)
N (11.498, 10.939, 43.812)
H (11.918, 12.854, 42.032)
H (12.802, 11.755, 40.877)
H (13.266, 12.315, 42.453)
H (11.215, 10.181, 41.955)
H (13.386, 9.142, 41.939)
H (12.856, 8.495, 43.539)
H (15.266, 9.017, 44.331)
H (16.225, 10.249, 43.940)
H (15.879, 9.417, 42.608)
H (10.997, 10.099, 44.082)
H (10.863, 11.636, 43.389)
C (7.689, 13.064, 42.777)
C (8.867, 14.013, 42.963)
C (8.425, 15.358, 43.623)
O (7.447, 15.924, 42.621)
C (7.030, 17.215, 42.948)
N (9.734, 13.315, 43.868)
H (6.880, 13.373, 42.069)
H (7.106, 12.979, 43.825)
H (8.203, 12.029, 42.454)
H (9.588, 14.482, 42.246)
H (9.242, 16.096, 43.959)
H (8.085, 15.185, 44.493)
H (6.422, 17.234, 43.882)
H (6.381, 17.605, 42.078)
H (8.105, 17.722, 43.120)
H (9.265, 12.738, 44.638)
H (10.701, 13.865, 44.085)
C (8.569, 13.265, 47.904)
O (9.657, 12.655, 47.325)
H (7.905, 14.000, 47.295)
H (8.922, 13.676, 48.832)
H (7.680, 12.435, 48.161)
H (10.143, 13.248, 46.870)

Forces on atoms 1 to 2 (eV/Å):
O -0.7 1.6 -0.6
H 0.0 -0.1 0.6

## Properties
E_LUMO in eV: 0.62
DFT total energy in eV: -51746.33465
Spin multiplicity: 1
Highest occupied orbital energy in eV: -8.561
Orbital gap in eV: 9.2
Strongest force on any atom in eV/Å: 8.18
Energy relative to the best compared isomer or geometry (same formula, charge and spin) in eV: 0.758

Results of the Mulliken charge analysis, in e, for atoms 1 through 99: 0.812, 0.012, 0.639, 0.240, 0.270, -1.008, -0.504, -0.819, 0.375, -1.546, 0.204, -0.032, -0.294, -0.890, -0.122, 0.302, 0.235, 0.616, 0.165, -0.056, 0.266, 0.216, 0.343, 0.425, 0.271, 0.060, -1.685, 0.847, -1.340, -0.450, -0.178, -0.631, 0.139, 0.532, 0.411, 0.275, 0.433, 0.828, 0.430, 0.175, -0.235, 0.176, 0.174, -1.365, 1.695, -0.790, -0.285, -0.804, -0.591, 0.408, 0.316, -0.204, -0.662, 0.551, 0.282, 0.289, 0.265, 0.267, 0.209, 0.350, -1.374, 0.388, -0.900, 0.007, -1.466, -0.495, 0.221, 0.437, 0.412, 0.500, 0.517, 0.297, 0.705, 0.422, 0.167, 0.229, -0.028, -1.320, 0.101, -0.872, -0.347, -0.579, 0.132, 0.358, 0.250, 0.276, 0.229, 0.253, 0.859, 0.243, 0.210, 0.244, 0.221, -0.316, -0.735, -0.555, 0.202, 0.318, 0.230

***

No. 7
The following is a DFT calculation (ωB97M-V/def2-TZVPD) of 2 unconnected molecules or ions with the total composition C5H9N at a distorted geometry.

Positions of all 15 atoms, in Å:
C (-2.042, 0.354, -0.856)
N (-1.882, 1.337, -1.881)
C (0.665, 1.224, 0.397)
C (0.985, 0.248, 1.216)
C (1.388, -1.057, 1.434)
C (1.461, -2.065, 0.386)
H (-2.869, -0.262, -1.102)
H (-1.141, -0.278, -0.895)
H (-2.151, 0.886, 0.026)
H (-1.306, 0.891, -2.559)
H (-0.300, 1.344, -0.288)
H (1.497, 1.962, 0.059)
H (1.772, -1.366, 2.410)
H (1.859, -3.035, 0.607)
H (1.079, -1.726, -0.557)

Forces on atoms 1 to 2 (eV/Å):
C 1.1 -0.6 -2.3
N 0.7 1.1 1.1

## Properties
E_LUMO in eV: -2.59
DFT total energy in eV: -6812.41285
Spin multiplicity: 1
Highest occupied orbital energy in eV: -6.408
Orbital gap in eV: 3.8
Strongest force on any atom in eV/Å: 4.96
Energy relative to the best compared isomer or geometry (same formula, charge and spin) in eV: 8.582

Calculated atomic charges, method Mulliken, unit e: -0.634, -0.556, -0.399, 0.208, -0.127, -0.650, 0.333, 0.057, 0.318, 0.212, 0.160, 0.221, 0.297, 0.280, 0.279

***

No. 8
The following is a DFT calculation (ωB97M-V/def2-TZVPD) of 2 unconnected molecules or ions with the total composition CH6NOS at a distorted geometry.

Positions of all 10 atoms, in Å:
S (-0.447, 0.500, -1.778)
H (0.063, -0.504, -2.484)
N (1.353, -0.794, 1.011)
C (0.471, 0.222, 1.320)
O (-0.930, -0.200, 1.343)
H (1.361, -1.524, 1.788)
H (0.936, -1.223, 0.181)
H (0.626, 0.542, 2.312)
H (0.317, 0.950, 0.545)
H (-1.004, -0.411, 0.371)

Forces on atoms 1 to 2 (eV/Å):
S -0.3 0.1 0.0
H 0.2 -0.3 -0.2

## Properties
Total charge: -1
E_LUMO in eV: 4.37
DFT total energy in eV: -15507.78941
Spin multiplicity: 1
Highest occupied orbital energy in eV: -3.005
Orbital gap in eV: 7.4
Strongest force on any atom in eV/Å: 3.02
Energy relative to the best compared isomer or geometry (same formula, charge and spin) in eV: 0.707

Calculated atomic charges, method Mulliken, unit e: -0.787, -0.044, -0.538, -0.658, -0.590, 0.244, 0.258, 0.246, 0.540, 0.329